A 8-piece molecular cluster, H16O7S overall. Source: the Open Molecules 2025 dataset; level of theory: wB97M-V/def2-TZVPD.

Results
Frontier orbital gap ... 0.3510 Eh
LUMO energy ... 0.059 eV
Energy above the lowest of the compared OMol25 structures with the same formula, charge and spin ... 65.73 kcal/mol
Total charge ... 0
DFT total energy ... -934.388900 Eh

Bonds (Å) are listed after each position.
Element x y z (Å)
1 O 0.1465 0.9246 -2.7154  H2 0.942, H3 0.929
2 H 0.1322 1.7995 -2.3679  O1 0.942
3 H 0.6239 0.1441 -2.5563  O1 0.929
4 O 2.4907 -1.4325 0.6057  H5 0.912, H6 1.074
5 H 3.0999 -2.1081 0.6654  O4 0.912
6 H 1.5685 -1.8884 0.9147  O4 1.074
7 O -1.5880 0.9799 3.5868  H8 0.967, H9 0.942
8 H -1.0722 1.0038 2.7697  O7 0.967
9 H -2.2279 1.6710 3.5964  O7 0.942
10 O -2.0866 -2.7240 1.0673  H11 1.002, H12 0.996
11 H -2.1904 -1.9708 1.7200  O10 1.002
12 H -2.3526 -3.5045 1.6268  O10 0.996
13 O 2.0588 0.9049 -0.7585  H14 1.031, H15 0.947
14 H 1.1309 0.8757 -1.2067  O13 1.031
15 H 2.0947 0.0039 -0.4680  O13 0.947
16 O 0.5066 1.4164 1.8620  H17 0.960, H18 1.026
17 H 1.0819 1.3169 1.1001  O16 0.960
18 H 1.3413 1.2503 2.4343  O16 1.026
19 O -0.1427 3.2459 -1.7542  H20 0.998, H21 0.927
20 H 0.0176 3.2477 -0.7694  O19 0.998
21 H 0.6440 3.6133 -2.0783  O19 0.927
22 S -1.5563 -3.4305 -2.6409  H23 1.312, H24 1.386
23 H -1.6552 -3.0477 -1.3899  S22 1.312
24 H -2.0656 -2.2913 -3.2435  S22 1.386